{
  "formula": "C18H34N3O3PtSi3",
  "method": "the ωB97M-V functional and the def2-TZVPD basis",
  "orbital_gap_ev": [6.4, 7.4],
  "fmax_ev_per_a": 0.5,
  "total_energy_ev": -56715.1991,
  "lumo_energy_ev": [2.67, 2.63],
  "multiplicity": 3,
  "charge": -1,
  "e_homo_ev": [-3.71, -4.75],
  "elements": ["Pt", "Si", "Si", "Si", "O", "O", "O", "N", "N", "N", "C", "C", "C", "C", "C", "C", "C", "C", "C", "C", "C", "C", "C", "C", "C", "C", "C", "C", "H", "H", "H", "H", "H", "H", "H", "H", "H", "H", "H", "H", "H", "H", "H", "H", "H", "H", "H", "H", "H", "H", "H", "H", "H", "H", "H", "H", "H", "H", "H", "H", "H", "H"],
  "coordinates": [[-1.3062, 0.2761, 0.2108], [1.6562, 1.6240, 1.0152], [1.1757, 0.4473, -1.8496], [1.2655, -1.3534, 0.6612], [-3.9140, -1.8711, 2.5840], [-2.1541, -0.6240, 2.0179], [-5.1226, 2.1085, -0.1649], [-3.3851, 0.6201, 0.0672], [-1.6301, 2.7227, 0.1715], [-1.1971, -2.0438, -0.3856], [-0.9540, -4.7890, -0.3107], [-0.0463, -2.5885, 0.0409], [1.6939, 3.3557, 0.2201], [2.9872, 0.8151, -2.2623], [-4.1900, -0.3549, 0.7635], [3.4852, 1.2952, 1.3894], [2.9324, -2.1156, 0.1801], [0.8099, 1.8493, 2.6951], [0.0965, -3.9735, 0.0793], [-2.9140, 2.9135, -0.5094], [1.1240, -1.4677, 2.5309], [-3.3806, -1.0179, 1.8854], [0.7537, -1.1090, -2.8298], [0.8840, 0.3037, -0.0303], [-2.1310, -4.2025, -0.7464], [-3.9215, 1.8053, -0.1863], [-2.2048, -2.8200, -0.7690], [0.1422, 1.7897, -2.6894], [-0.1468, 1.3242, 2.7392], [1.0273, -4.4063, 0.4264], [1.3024, -2.5039, 2.8354], [-0.8642, 3.1644, -0.3173], [0.8152, 3.9515, 0.4802], [-1.6424, 3.0497, 1.1293], [-5.0715, 0.1109, 1.2099], [-0.8589, -5.8674, -0.2704], [-4.5692, -1.1470, 0.1080], [-2.7331, 2.9291, -1.5859], [-3.0993, -2.3087, -1.1046], [0.3519, 1.7931, -3.7641], [0.1116, -1.1950, 2.8393], [-0.9229, 1.5783, -2.5582], [3.1289, 0.8884, -3.3450], [3.3406, 1.7477, -1.8160], [1.2295, -2.0172, -2.4526], [-3.4017, 3.8528, -0.2436], [1.7928, 3.3529, -0.8659], [0.3347, 2.7984, -2.3164], [3.0900, -3.0767, 0.6786], [3.6370, 0.3662, 1.9438], [1.8411, -0.8371, 3.0606], [0.6316, 2.9108, 2.8955], [1.4311, 1.4677, 3.5093], [3.8851, 2.1127, 1.9975], [-2.9820, -4.7941, -1.0550], [1.0853, -0.9620, -3.8629], [3.6303, 0.0098, -1.8947], [2.5593, 3.8939, 0.6188], [3.7555, -1.4571, 0.4684], [-0.3245, -1.2817, -2.8387], [4.0766, 1.2383, 0.4709], [3.0039, -2.2817, -0.8984]],
  "atomic_forces_ev_per_a": [[0.1, 0.2, -0.4], [-0.1, 0.0, 0.0], [0.0, 0.0, 0.0], [0.0, -0.1, 0.1], [0.0, 0.0, 0.0], [0.0, 0.0, 0.1], [-0.1, 0.0, 0.0], [0.0, -0.1, 0.1], [0.0, 0.0, 0.0], [0.0, 0.1, 0.1], [0.0, 0.0, 0.0], [0.0, -0.1, 0.0], [0.0, 0.0, 0.0], [0.0, 0.0, 0.0], [0.0, 0.0, 0.0], [0.0, 0.0, 0.0], [0.0, 0.0, 0.0], [0.0, 0.0, 0.0], [0.0, 0.0, 0.0], [0.0, 0.0, 0.0], [0.0, 0.0, 0.0], [0.1, -0.1, -0.1], [0.0, 0.0, 0.0], [0.0, -0.1, 0.1], [0.0, 0.0, 0.0], [0.0, 0.0, 0.0], [0.0, 0.0, 0.0], [0.0, 0.0, 0.0], [0.0, 0.0, 0.0], [0.0, 0.0, 0.0], [0.0, 0.0, 0.0], [0.0, 0.0, 0.0], [0.0, 0.0, 0.0], [0.0, 0.0, 0.0], [0.0, 0.0, 0.0], [0.0, 0.0, 0.0], [0.0, 0.0, 0.0], [0.0, 0.0, 0.0], [0.0, 0.0, 0.0], [0.0, 0.0, 0.0], [0.0, 0.0, 0.0], [0.0, 0.0, 0.0], [0.0, 0.0, 0.0], [0.0, 0.0, 0.0], [0.0, 0.0, 0.0], [0.0, 0.0, 0.0], [0.0, 0.0, 0.0], [0.0, 0.0, 0.0], [0.0, 0.0, 0.0], [0.0, 0.0, 0.0], [0.0, 0.0, 0.0], [0.0, 0.0, 0.0], [0.0, 0.0, 0.0], [0.0, 0.0, 0.0], [0.0, 0.0, 0.0], [0.0, 0.0, 0.0], [0.0, 0.0, 0.0], [0.0, 0.0, 0.0], [0.0, 0.0, 0.0], [0.0, 0.0, 0.0], [0.0, 0.0, 0.0], [0.0, 0.0, 0.0]],
  "mulliken_charge": [0.947, 0.840, 0.284, -0.806, -0.778, -0.729, -0.816, -0.124, -0.503, 0.047, -0.350, 0.749, -1.455, -1.057, -0.515, -1.261, -1.200, -1.174, -0.906, -0.580, -1.115, 0.396, -1.217, 1.119, -1.039, 0.617, -0.281, -1.029, 0.153, 0.329, 0.367, 0.077, 0.359, 0.217, 0.420, 0.410, 0.196, 0.199, 0.539, 0.428, 0.259, 0.140, 0.381, 0.280, 0.256, 0.367, 0.326, 0.330, 0.391, 0.274, 0.278, 0.429, 0.399, 0.400, 0.391, 0.452, 0.281, 0.462, 0.315, 0.223, 0.284, 0.322]
}